No. 1
Here is a structure of composition C43H47BrN2O3SiTa at a distorted geometry from the Open Molecules 2025 dataset. Energies are from the ωB97M-V functional and the def2-TZVPD basis.

The geometry in XYZ format:
```
98
Properties=species:S:1:pos:R:3:mulliken_charge:R:1
Ta 0.06984 -0.21321 -0.57774 -0.4213
C -0.74926 4.34999 -0.56144 -1.7372
C -1.87356 3.64649 -1.25894 2.0742
C -3.11446 4.26139 -1.36564 -0.6249
C -4.19436 3.59079 -1.91524 -0.9300
C -4.07236 2.25869 -2.28714 -1.0564
C -2.85786 1.59929 -2.18644 1.0068
C -2.73896 0.15389 -2.56564 -1.2467
C -1.73806 2.32919 -1.74744 -1.5640
N -0.47106 1.71189 -1.80364 0.3798
C 0.45954 2.21779 -2.57504 1.5567
C 0.23304 3.31929 -3.54314 -2.2851
C 1.77054 1.57639 -2.56894 0.8164
C 2.88684 2.14769 -3.36354 -2.0899
N 1.89634 0.50159 -1.85234 0.9433
C 3.07284 -0.27311 -1.83664 -1.2612
C 3.94774 -0.12821 -0.74104 1.0296
C 3.69364 0.93179 0.28716 -0.8840
C 5.07044 -0.93711 -0.68364 -1.0928
C 5.32224 -1.86921 -1.67834 -1.1058
C 4.44764 -2.00761 -2.74304 -0.6672
C 3.31114 -1.21691 -2.84944 1.6155
C 2.41014 -1.38251 -4.03494 -1.7468
H -1.15416 4.93499 0.26136 0.5874
H -0.23456 5.04889 -1.21944 0.3835
H -0.01056 3.65589 -0.15714 0.1835
H -3.22756 5.27609 -1.00884 0.5280
H -5.13846 4.09509 -2.04154 0.4561
H -4.92606 1.72739 -2.67774 0.5254
H -3.61646 -0.15121 -3.13284 0.6495
H -2.71626 -0.47351 -1.65994 0.3339
H -1.85606 -0.04931 -3.17674 0.1849
H -0.80916 3.62299 -3.57874 0.3360
H 0.53544 2.98899 -4.53854 0.5605
H 0.84594 4.19239 -3.31874 0.5070
H 2.70054 2.06129 -4.43404 0.4575
H 3.81784 1.63369 -3.13694 0.4342
H 3.00614 3.21129 -3.16234 0.5131
H 2.64324 0.94609 0.61286 -0.1772
H 3.92974 1.91409 -0.12494 0.3344
H 4.33644 0.77779 1.14986 0.5247
H 5.75624 -0.83411 0.14336 0.5369
H 6.21264 -2.47441 -1.63484 0.5174
H 4.64374 -2.73711 -3.51324 0.5552
H 2.45724 -2.41251 -4.38214 0.5451
H 2.75314 -0.75541 -4.85884 0.3789
H 1.37134 -1.12551 -3.82564 0.0567
Br 1.69124 -2.28621 0.59036 0.2779
C 1.80624 -3.72691 -0.72744 0.6432
C 2.84964 -4.62481 -0.65134 -0.7130
C 2.86874 -5.69141 -1.54344 -0.7157
C 1.81954 -5.88081 -2.42974 -0.7913
C 0.76554 -4.98261 -2.47444 -0.4683
C 0.77244 -3.86201 -1.64834 0.4814
C -0.28866 -2.82841 -1.73694 -0.2144
O -1.47656 -3.00851 -1.68524 -0.4572
O 0.17754 -1.58351 -1.78154 0.2696
H 3.62274 -4.51441 0.09136 0.5833
H 3.69794 -6.38331 -1.52554 0.4919
H 1.81284 -6.73821 -3.08354 0.4756
H -0.06456 -5.12361 -3.14824 0.5876
C 1.50534 -0.49691 3.65426 -1.2013
C 0.41184 0.53989 3.87846 2.0702
C 0.90074 1.94169 3.53786 -1.6606
C -0.08176 0.48559 5.31116 -1.8521
Si -1.06816 0.12279 2.62606 -0.6293
O -0.43096 0.30799 1.08906 2.2434
C -2.49276 1.36069 2.77686 0.1956
C -2.81026 2.20419 1.71466 0.9566
C -3.92566 3.01679 1.77726 -0.2065
C -4.72126 3.01069 2.91046 -0.9751
C -4.41146 2.17909 3.97486 -0.8452
C -3.29826 1.36209 3.91236 -0.7235
C -1.66866 -1.67571 2.71096 1.0357
C -2.03526 -2.29981 3.90546 -0.5308
C -2.58936 -3.56791 3.90486 -0.7434
C -2.78276 -4.24861 2.71376 -0.7440
C -2.43346 -3.64631 1.51436 -0.9202
C -1.88896 -2.37891 1.52516 0.8695
H 2.30934 -0.33401 4.37166 0.6543
H 1.92994 -0.41491 2.65386 -0.2885
H 1.13804 -1.50971 3.80506 0.3250
H 1.78864 2.16849 4.12746 0.5137
H 0.14784 2.68769 3.77746 0.4055
H 1.16204 2.03519 2.48366 0.1165
H 0.72954 0.80239 5.96926 0.5374
H -0.35676 -0.52231 5.60996 0.3629
H -0.91636 1.15989 5.48536 0.3541
H -2.18276 2.20359 0.83426 -0.1883
H -4.16536 3.65439 0.94146 0.3113
H -5.57636 3.66419 2.97276 0.4432
H -5.02816 2.16449 4.85756 0.4723
H -3.06676 0.71399 4.74176 0.3929
H -1.90226 -1.79261 4.84746 0.1726
H -2.87296 -4.02791 4.83786 0.4814
H -3.20516 -5.23971 2.71986 0.4470
H -2.59646 -4.15401 0.57606 0.5730
H -1.67206 -1.88421 0.57116 -0.4976
```

Computed properties:
ΔE to the lowest compared entry with this formula, charge and spin: 1.6 kcal/mol
frontier orbital gap: 4.05 eV
total charge: +3
HOMO energy: -0.5788 Eh
F_max: 4.099 eV/A
E: -4921.6842 Eh

No. 2
Here is an isolated molecule of C4H4ClNO2 at a distorted geometry from the Open Molecules 2025 dataset. Energies are from the ωB97M-V functional and the def2-TZVPD basis.

The geometry in XYZ format:
```
12
Properties=species:S:1:pos:R:3:mulliken_charge:R:1
O 0.53804 2.08861 -0.12114 -0.4694
C 0.80731 0.79778 -0.22396 0.5332
N 1.96460 0.36455 -0.64233 -0.5268
O 1.88846 -1.01607 -0.57289 -0.1432
C 0.63746 -1.34129 -0.19222 -0.4717
C -0.09210 -0.25416 0.07434 0.3621
C -1.51032 -0.22036 0.58161 -0.5289
Cl -2.61175 0.10000 -0.76049 -0.1800
H 1.36425 2.54068 -0.37651 0.3629
H 0.43089 -2.38356 -0.14651 0.4479
H -1.67199 0.51125 1.38015 0.2976
H -1.74484 -1.18743 0.99994 0.3164
```

Computed properties:
ΔE to the lowest compared entry with this formula, charge and spin: 29.1 kcal/mol
frontier orbital gap: 10.77 eV
HOMO energy: -0.3690 Eh
F_max: 1.280 eV/A
SMILES: Oc1nocc1CCl
E: -820.2018 Eh

Number 1: molar mass 928.80 u. Number 2: molar mass 133.53 u.